Record 1
A 3-piece molecular cluster, C9H22O8S overall in a non-equilibrium geometry. Source: OMol25; level of theory: wB97M-V/def2-TZVPD.

Structure (XYZ):
```
40
Properties=species:S:1:pos:R:3:forces:R:3
O 0.645112 -4.096151 2.172443 -0.3700 6.1856 -2.6426
S 0.400909 -2.768199 1.363309 -1.7551 -5.8663 -1.8037
O 0.710290 -2.921596 -0.153834 -0.0909 1.8308 5.5879
O 0.765199 -1.294139 2.152227 -1.5342 -1.6333 -0.8964
C -0.473767 -0.457134 2.282986 -0.6747 1.2752 -1.9463
C -1.512696 -1.152808 1.223280 -0.4714 -0.1316 -0.6725
C -3.131054 -0.947947 1.387153 0.9749 0.4718 0.2052
O -3.610935 -2.071529 2.256364 2.5475 4.2278 0.7025
O -4.319609 -2.910472 1.529979 -1.9531 -3.6774 -2.9375
O -1.296118 -2.601577 1.362240 2.7788 1.4171 0.6191
H -0.833711 -0.293566 3.384502 0.8346 -0.8964 -2.1004
H -0.207507 0.590955 1.780600 -0.3617 -2.4052 1.3829
H -1.187328 -0.928637 0.121283 -0.5351 0.1842 2.1996
H -3.323146 0.093458 1.931129 0.2183 -2.3683 -1.2339
H -3.626363 -0.993862 0.310381 0.9016 0.0345 2.5528
H -3.728649 -3.621882 1.126585 -0.3712 1.3317 0.9597
C 3.829700 -1.549826 -2.658488 0.0547 -0.0065 -0.3459
C 3.970069 -0.479736 -1.587624 -0.2893 -0.6118 0.1821
C 4.403291 -1.078645 -0.259022 0.2120 0.1283 0.2621
O 2.721698 0.187364 -1.420131 -0.2539 0.2506 0.0421
H 3.069001 -2.287107 -2.378484 0.1293 0.0386 0.1274
H 3.505505 -1.105972 -3.605884 0.1206 -0.0085 0.1298
H 4.778017 -2.071116 -2.822233 -0.1140 0.0166 0.0028
H 4.701392 0.269568 -1.909539 -0.2612 0.0605 0.0536
H 3.662915 -1.799243 0.106047 0.0577 -0.0333 -0.1815
H 4.488232 -0.298739 0.505237 0.0540 -0.0605 -0.1487
H 5.368787 -1.585844 -0.350814 -0.1097 0.0199 0.0480
H 2.066079 -0.470304 -1.134378 0.3059 0.1357 -0.1271
C -0.824916 3.301468 -1.409315 0.1432 -0.1713 -0.3110
C -2.060084 2.737085 -0.725664 0.2967 0.6992 0.1187
C -2.844594 3.826099 -0.011417 -0.3658 -0.0183 0.0528
O -1.665581 1.743708 0.217244 0.0633 -0.4031 0.3402
H -0.146065 3.756075 -0.679148 -0.1525 0.0551 -0.0073
H -0.263559 2.504556 -1.908793 -0.1209 0.1165 0.0298
H -1.096036 4.057771 -2.152524 0.0605 -0.0701 0.1037
H -2.700713 2.248409 -1.467761 0.1195 -0.1407 0.2281
H -2.237325 4.299319 0.768315 0.0687 0.0074 -0.1606
H -3.723918 3.403476 0.486318 0.0765 0.0484 -0.1404
H -3.176246 4.598160 -0.712692 0.0473 -0.0691 0.1191
H -1.096276 2.168562 0.880123 -0.2808 0.0362 -0.3945
```
Forces are in eV/Å.

Properties
- structure (SMILES) = O=S1(=O)OC[C@H](COO)O1.CC(C)O.CC(C)O
- HOMO (eV) = -10.102
- LUMO (eV) = -0.41


Record 2
C9H23AlAsF6N2O6P as an isolated structure in a non-equilibrium geometry. Source: OMol25; level of theory: wB97M-V/def2-TZVPD.

Structure (XYZ):
```
49
Properties=species:S:1:pos:R:3:forces:R:3
Al -0.609456 0.792321 -2.906910 0.0466 -0.2807 -0.3281
As -0.939069 -0.198489 -6.997158 -0.7771 2.7507 2.3965
F -0.049544 -1.101881 -5.686014 -1.4578 0.6850 -1.9852
F -1.381272 0.986832 -5.726116 0.1306 -1.0669 -0.5164
F -1.813738 0.756619 -8.181125 1.1476 -1.5507 1.2702
F -0.459282 -1.385971 -8.299051 -0.3037 -0.0381 0.5800
F -2.471933 -1.148644 -6.649403 2.2430 0.4648 -0.9008
F 0.543550 0.704625 -7.253600 -0.9449 -1.2073 -0.4896
C -2.656922 1.738600 0.507530 0.4460 0.0440 -2.0175
O -2.272535 1.184074 -0.530511 -0.9075 0.9180 2.3998
N -3.002791 1.071198 1.655801 -1.9217 -3.2636 2.1123
C -3.454028 1.746075 2.843136 0.3144 2.2703 0.1909
C -3.228634 -0.405795 1.840254 1.3502 -0.6198 -1.8196
H -2.843202 2.806580 0.699655 0.4231 0.0768 -0.7628
H -4.518546 1.641270 3.052732 -0.1802 -0.8956 -0.0950
H -3.374654 2.831941 2.791370 0.3749 0.1184 -0.5245
H -2.856084 1.482376 3.715509 -0.0892 -0.6580 0.0257
H -4.232504 -0.737353 2.105620 -0.1855 0.9391 0.5049
H -3.009816 -0.990144 0.946517 0.0787 0.6473 -0.4907
H -2.477960 -0.803794 2.523031 -0.1107 0.4497 0.6138
C 1.096006 2.259311 0.455863 -2.4934 0.3562 -1.8359
O 0.680234 2.289344 -0.738973 1.4532 0.0394 2.9221
N 2.370820 2.430179 0.827991 4.0005 -0.7412 -0.6062
C 2.847062 2.185330 2.211400 -0.7324 -0.2294 -0.4802
C 3.479922 2.599675 -0.148029 -0.4076 0.7029 -0.9052
H 0.459048 2.171376 1.349583 -0.2479 -0.2280 -0.5145
H 2.044036 1.765857 2.817444 0.0181 0.2712 0.0000
H 3.269627 3.098433 2.630680 -0.1021 0.2057 -0.0164
H 3.653338 1.455457 2.138553 0.0707 -0.0327 -0.0670
H 4.065937 3.488836 0.084526 -0.2470 0.3812 0.4368
H 4.260532 1.839704 -0.182498 -0.4014 -0.7091 0.7877
H 3.151837 2.704189 -1.182203 -0.5506 0.0544 0.3189
C 3.104589 -2.249082 0.099397 1.0879 0.3208 -1.6656
O 2.342107 -1.438575 1.004495 -2.3976 0.2112 0.1776
P 0.724886 -1.366206 0.789606 0.9456 -2.3547 -0.0332
O 0.200342 -0.581662 -0.379264 0.4845 -0.1853 1.7123
O 0.388009 -2.971254 0.689063 1.7785 2.7130 0.4293
C -0.828626 -3.542337 0.327241 -2.0423 -0.5146 -0.1124
O 0.249654 -0.831827 2.264360 0.3141 0.2702 -2.5429
C 0.252201 -1.765164 3.324779 0.3915 -1.4709 1.9630
H 4.044160 -2.608117 0.519382 -0.5718 -0.2145 0.7752
H 3.471596 -1.597329 -0.693455 -0.2328 0.1578 -0.2320
H 2.533533 -3.038323 -0.389578 0.0017 -0.0611 0.5067
H -1.582671 -2.787008 0.105851 -0.0424 0.1338 -0.0781
H -1.205125 -4.151203 1.149205 0.1133 0.0616 0.1417
H -0.792546 -4.206865 -0.536004 0.6356 0.2039 -0.0728
H 0.434705 -2.791084 3.004985 -0.6818 0.0457 -0.3251
H -0.646702 -1.654281 3.931235 -0.3007 -0.1603 -0.4723
H 1.039911 -1.677815 4.073099 0.4798 0.9894 -0.3755
```
Forces are in eV/Å.

Properties
- multiplicity = 2
- <S²> = 1.82
- HOMO (alpha / beta) (eV) = -19.053 / -19.050
- net charge = +3
- LUMO (alpha / beta) (eV) = -15.11 / -13.89


Record 3
C9H23AsN2O4STb as an isolated structure in a non-equilibrium geometry. Source: OMol25; level of theory: wB97M-V/def2-TZVPD.

Structure (XYZ):
```
41
Properties=species:S:1:pos:R:3:forces:R:3
Tb -0.173337 -0.356374 0.463589 0.7351 -0.6736 1.2386
C 4.357285 -2.035969 1.633002 -0.0871 0.0819 0.0548
O 3.297371 -1.714835 2.609141 0.2145 -0.0469 -0.1396
C 2.209751 -1.139200 2.274537 0.1564 0.0563 -0.1946
O 1.877135 -0.803954 1.094302 0.3023 -0.0717 0.3033
N 1.402718 -0.879691 3.315378 -0.0831 -0.0758 0.1846
N 0.064588 -0.497474 3.090447 0.1090 -0.0232 -0.2111
H 4.671344 -3.042478 1.876128 0.0052 -0.0545 0.0372
H 5.160412 -1.328436 1.801462 0.0372 0.0391 0.0105
H 3.964674 -1.973814 0.625251 -0.0324 -0.0024 -0.0196
H 1.690930 -1.167290 4.243454 -0.0025 -0.0134 0.0213
H -0.110083 0.361386 3.610640 -0.0440 0.0784 -0.0354
H -0.530906 -1.213590 3.505484 -0.1010 -0.0101 -0.0110
O -0.980283 -2.258216 0.109276 -1.0879 -0.6567 -0.4028
S -2.375410 -2.813984 -0.388851 0.1221 -0.0861 0.1374
C -3.530111 -1.535835 0.252303 -0.1704 -0.0562 -0.2423
C -3.967880 -0.687057 -0.943245 -0.0175 -0.0522 -0.0609
C -2.784161 -0.681188 -1.907166 -0.1950 -0.0648 -0.0055
C -2.431396 -2.155637 -2.066551 0.0499 0.0069 0.0035
H -2.941312 -0.949898 0.959986 0.0239 -0.0436 0.2053
H -4.335629 -2.013397 0.806677 -0.0206 -0.0373 -0.0352
H -4.284349 0.303731 -0.623243 0.0325 0.0332 0.0257
H -4.821790 -1.153331 -1.435361 -0.0401 0.0239 0.0053
H -1.952137 -0.088824 -1.481687 0.0034 -0.0479 -0.1109
H -3.012715 -0.220730 -2.866781 -0.0337 -0.0137 -0.0231
H -1.475502 -2.405678 -2.523718 0.0208 -0.0110 -0.0675
H -3.217601 -2.697626 -2.598996 -0.0011 0.0120 0.0317
C 2.107369 3.041504 0.250535 -0.0341 0.1435 -0.0328
As 0.695273 2.400469 -0.838681 -0.0280 0.3127 -0.0991
C -0.174096 3.716866 -1.874763 -0.0423 -0.0059 -0.0079
C 1.382678 0.946896 -1.907916 0.1356 0.2988 -0.0093
O -0.479383 1.636970 0.182841 0.1050 0.9247 -0.4510
H 2.907690 3.417565 -0.385956 0.0384 0.0243 -0.0050
H 2.469852 2.214682 0.854238 0.0964 -0.0365 0.0881
H 1.730063 3.842948 0.880642 0.0180 0.0577 0.0706
H 0.565864 4.261891 -2.457471 0.0207 0.0482 -0.0479
H -0.682785 4.382719 -1.182495 -0.0662 0.1195 -0.0081
H -0.888988 3.222322 -2.525502 -0.0883 0.0513 -0.0971
H 1.804121 1.366597 -2.821511 0.0597 -0.0175 -0.0578
H 0.601699 0.258959 -2.227238 -0.1881 -0.0938 -0.0984
H 2.189035 0.439008 -1.382195 0.0772 -0.1175 0.0563
```
Forces are in eV/Å.

Properties
- multiplicity = 7
- <S²> = 12.05
- HOMO (alpha / beta) (eV) = -20.214 / -20.259
- net charge = +3
- LUMO (alpha / beta) (eV) = -11.08 / -9.30
- energy above the lowest of the compared OMol25 structures with the same formula, charge and spin (eV) = 2.667


Number 1: M 290.3 g mol⁻¹. Number 2: M 502.2 g mol⁻¹. Number 3: M 489.2 g mol⁻¹.